1.
Density functional theory data (wB97M-V/def2-TZVPD) for a cluster of 11 separate species, H22O11 in total in a non-equilibrium geometry.

Last column: Löwdin charge in e.
Atoms and positions in Å:
O 2.688 -0.722 3.415  -0.10
H 3.661 -0.744 3.594  0.06
H 2.620 -0.391 2.482  -0.01
O -1.224 -2.520 0.469  -0.01
H -1.526 -3.390 0.554  0.03
H -0.304 -2.466 0.760  0.02
O 2.429 0.053 -1.735  -0.03
H 3.288 0.294 -1.397  0.05
H 2.722 -0.248 -2.602  0.08
O 1.068 2.344 -2.258  -0.04
H 1.381 1.470 -2.168  -0.06
H 0.362 2.432 -1.639  0.01
O -0.218 0.372 0.056  -0.05
H -0.972 -0.135 0.371  -0.01
H 0.573 -0.084 0.397  0.01
O -0.694 0.154 -2.862  -0.06
H -1.526 0.582 -3.102  0.03
H -0.542 0.445 -1.963  -0.03
O 2.871 1.102 1.222  -0.06
H 1.993 1.289 1.529  0.03
H 3.041 1.838 0.572  0.09
O -2.654 -0.362 1.248  -0.02
H -2.588 -0.062 2.122  0.04
H -2.367 -1.248 1.249  -0.01
O -4.171 -0.325 -1.632  -0.06
H -3.604 -0.168 -2.406  0.03
H -3.656 -0.265 -0.811  0.00
O 1.548 -1.706 0.875  -0.07
H 1.615 -1.917 -0.067  0.06
H 2.162 -2.353 1.289  0.09
O -2.607 2.573 0.984  -0.06
H -3.286 2.352 0.290  0.07
H -2.083 1.813 1.179  -0.03

Values from the calculation:
- Energy relative to the best compared isomer or geometry (same formula, charge and spin): 166.4 kJ/mol
- Spin multiplicity: 1
- Net charge: 0
- Kohn-Sham gap: 10.15 eV
- Molar mass: 198.2 g/mol
- Total energy: -22879.7891 eV
- Structure (SMILES): O.O.O.O.O.O.O.O.O.O.O



2.
Density functional theory data (wB97M-V/def2-TZVPD) for a structure of composition C6H12InO6 in a non-equilibrium geometry.

Last column: Löwdin charge in e.
Atoms and positions in Å:
In 7.204 -7.329 25.952  1.16
C 5.933 -5.156 21.946  0.09
O 4.961 -4.400 22.782  0.08
C 4.701 -4.703 24.058  -0.41
O 5.096 -5.656 24.744  0.07
O 3.827 -3.762 24.584  0.20
C 3.204 -3.960 25.839  0.07
H 5.345 -5.655 21.176  0.13
H 6.540 -5.835 22.545  0.09
H 6.610 -4.380 21.588  0.12
H 2.724 -4.935 25.922  0.14
H 2.363 -3.267 25.804  0.15
H 3.841 -3.722 26.691  0.16
C 8.991 -8.648 31.962  -0.03
O 8.143 -8.606 30.824  0.04
C 8.019 -7.576 29.998  -0.53
O 7.487 -7.698 28.899  -0.06
O 8.545 -6.443 30.599  -0.01
C 8.571 -5.249 29.771  -0.02
H 9.956 -8.147 31.875  0.10
H 9.296 -9.691 32.050  0.10
H 8.614 -8.460 32.967  0.11
H 8.863 -5.494 28.749  0.08
H 9.259 -4.507 30.178  0.10
H 7.597 -4.769 29.862  0.10

Values from the calculation:
- Energy relative to the best compared isomer or geometry (same formula, charge and spin): 6.0 kJ/mol
- Spin multiplicity: 2
- Net charge: +2
- Kohn-Sham gap (spin up / spin down): 8.62 / 2.28 eV
- Molar mass: 295.0 g/mol
- Total energy: -23854.3711 eV
- ⟨S²⟩: 0.766



3.
Density functional theory data (wB97M-V/def2-TZVPD) for a structure of composition C2H3ClS2 in a non-equilibrium geometry.

Last column: Löwdin charge in e.
Atoms and positions in Å:
C 1.770 0.156 -0.160  -1.43
C -1.319 -0.136 0.234  -0.54
S 2.969 -0.779 -0.481  0.69
S 0.033 -0.384 1.378  0.61
Cl 1.280 1.525 -0.936  0.64
H -1.514 0.905 0.094  0.01
H -2.022 -0.767 0.658  -0.01
H -1.197 -0.519 -0.786  0.04

Values from the calculation:
- Energy relative to the best compared isomer or geometry (same formula, charge and spin): 205.4 kJ/mol
- Spin multiplicity: 1
- Net charge: 0
- Kohn-Sham gap: 8.09 eV
- Molar mass: 126.6 g/mol
- Total energy: -36313.0088 eV



4.
Density functional theory data (wB97M-V/def2-TZVPD) for the molecule C4H6O2 in a non-equilibrium geometry.

Last column: Löwdin charge in e.
Atoms and positions in Å:
C 1.128 -1.015 -0.148  -0.02
C 0.390 0.262 0.125  -0.36
O 1.196 1.146 0.736  0.10
C -0.779 0.739 -0.536  -0.05
C -1.798 -0.040 -0.008  -0.39
O -2.989 -0.036 0.147  0.03
H 0.579 -1.668 -0.819  0.09
H 1.330 -1.544 0.783  0.09
H 2.083 -0.764 -0.617  0.10
H 0.780 2.022 0.733  0.13
H -0.875 1.662 -1.092  0.11
H -1.045 -0.763 0.696  0.15

Values from the calculation:
- Energy relative to the best compared isomer or geometry (same formula, charge and spin): 300.8 kJ/mol
- Spin multiplicity: 1
- Net charge: 0
- Kohn-Sham gap: 8.71 eV
- Molar mass: 86.1 g/mol
- Total energy: -8337.3439 eV
- Structure (SMILES): C/C(O)=C\C=O



5.
Density functional theory data (wB97M-V/def2-TZVPD) for a cluster of 16 separate species, C72H170N16O22 in total in a non-equilibrium geometry.

Last column: Löwdin charge in e.
Atoms and positions in Å:
C -3.511 -7.699 5.709  0.01
C -2.618 -6.738 4.988  -0.42
O -1.993 -6.979 4.026  0.16
N -2.382 -5.440 5.817  0.07
H -1.559 -4.947 5.366  0.07
H -3.161 -4.759 5.760  0.13
C -2.140 -5.696 7.329  0.01
H -3.787 -8.415 4.980  0.08
H -4.435 -7.201 6.083  0.11
H -3.092 -8.134 6.611  0.10
H -3.017 -6.137 7.710  0.06
H -1.900 -4.702 7.780  0.11
H -1.291 -6.376 7.483  0.10
C 1.882 0.738 -10.799  -0.07
C 2.779 2.054 -10.817  -0.25
C 2.610 2.835 -12.054  -0.25
C 3.537 3.978 -12.028  -0.11
N 3.356 5.025 -13.154  -0.23
C 4.167 6.342 -12.843  -0.08
C 3.142 7.431 -12.691  -0.13
C 1.886 6.610 -12.280  -0.14
C 1.914 5.396 -13.182  -0.11
C 3.734 4.388 -14.468  0.02
H 1.866 0.392 -9.734  0.09
H 2.294 -0.057 -11.413  0.07
H 0.893 0.983 -11.184  0.07
H 3.772 1.635 -10.581  0.12
H 2.526 2.743 -10.028  0.11
H 1.572 3.055 -12.066  0.10
H 2.700 2.206 -12.919  0.13
H 4.563 3.649 -12.093  0.14
H 3.440 4.568 -11.092  0.15
H 4.899 6.503 -13.684  0.15
H 4.761 6.177 -11.913  0.14
H 3.060 7.888 -13.660  0.12
H 3.492 8.134 -11.916  0.14
H 1.028 7.248 -12.393  0.12
H 1.776 6.390 -11.227  0.12
H 1.629 5.659 -14.171  0.13
H 1.258 4.595 -12.794  0.13
H 4.740 3.910 -14.412  0.13
H 3.732 5.096 -15.283  0.11
H 3.024 3.615 -14.748  0.11
C 0.348 -3.382 -4.761  -0.10
C -0.069 -3.959 -3.419  -0.24
C -1.615 -3.927 -3.275  -0.20
C -1.959 -4.576 -1.953  -0.13
N -3.416 -4.726 -1.633  -0.25
C -3.942 -3.603 -0.720  -0.08
C -5.233 -4.140 -0.256  -0.17
C -5.084 -5.657 -0.224  -0.14
C -3.647 -5.840 -0.681  -0.13
C -4.307 -4.988 -2.811  0.05
H -0.181 -2.458 -4.986  0.06
H 0.187 -4.049 -5.650  0.09
H 1.401 -3.152 -4.800  0.06
H 0.327 -3.526 -2.544  0.08
H 0.190 -5.044 -3.300  0.12
H -1.995 -4.479 -4.089  0.09
H -2.094 -2.894 -3.304  0.13
H -1.471 -4.001 -1.172  0.13
H -1.510 -5.550 -1.882  0.12
H -3.923 -2.661 -1.244  0.13
H -3.289 -3.500 0.115  0.12
H -6.010 -3.827 -0.946  0.12
H -5.454 -3.840 0.819  0.12
H -5.810 -6.208 -0.867  0.13
H -5.273 -6.065 0.759  0.11
H -3.378 -6.792 -1.143  0.14
H -2.874 -5.687 0.128  0.16
H -4.015 -5.930 -3.274  0.13
H -4.160 -4.132 -3.511  0.11
H -5.323 -4.927 -2.429  0.09
C -1.599 4.633 -1.305  -0.07
C -0.244 4.886 -0.545  -0.22
C 0.873 4.301 -1.371  -0.20
C 2.149 4.423 -0.612  -0.13
N 3.246 3.508 -1.060  -0.28
C 4.428 3.610 -0.130  -0.08
C 5.211 2.329 -0.350  -0.13
C 4.112 1.286 -0.673  -0.12
C 2.811 2.089 -0.776  -0.10
C 3.579 3.726 -2.453  0.04
H -1.664 3.580 -1.593  0.05
H -1.600 5.220 -2.226  0.07
H -2.431 4.905 -0.671  0.06
H -0.268 4.430 0.451  0.09
H -0.142 5.930 -0.225  0.12
H 0.888 4.776 -2.320  0.11
H 0.660 3.271 -1.707  0.10
H 2.068 4.161 0.424  0.08
H 2.535 5.418 -0.565  0.14
H 4.931 4.508 -0.315  0.12
H 3.980 3.665 0.894  0.15
H 5.887 2.484 -1.162  0.10
H 5.807 2.079 0.553  0.14
H 4.359 0.803 -1.631  0.12
H 4.071 0.484 0.082  0.12
H 1.993 1.804 -1.506  0.15
H 2.448 2.159 0.215  0.08
H 2.724 3.613 -3.059  0.10
H 4.245 2.912 -2.677  0.10
H 4.115 4.653 -2.588  0.12
C 7.921 -3.420 3.162  -0.11
C 7.072 -4.235 4.118  -0.27
C 6.241 -3.409 5.085  -0.20
C 5.201 -4.324 5.656  -0.10
N 4.455 -3.960 6.970  -0.22
C 3.354 -2.888 6.956  -0.07
C 2.463 -3.252 8.164  -0.12
C 2.837 -4.693 8.599  -0.14
C 3.728 -5.174 7.487  -0.11
C 5.448 -3.475 7.989  0.03
H 7.308 -3.051 2.303  0.08
H 8.850 -3.952 2.892  0.08
H 8.290 -2.516 3.596  0.06
H 7.777 -4.939 4.608  0.12
H 6.344 -4.907 3.571  0.11
H 5.732 -2.687 4.511  0.08
H 6.879 -2.977 5.818  0.11
H 5.621 -5.301 5.970  0.13
H 4.427 -4.563 4.840  0.14
H 3.846 -1.991 7.090  0.10
H 2.914 -2.834 5.983  0.08
H 2.510 -2.503 8.926  0.11
H 1.413 -3.252 7.927  0.09
H 3.239 -4.665 9.618  0.12
H 1.960 -5.294 8.579  0.09
H 4.435 -5.918 7.779  0.13
H 3.149 -5.495 6.612  0.12
H 5.034 -3.381 8.978  0.11
H 5.924 -2.583 7.638  0.10
H 6.209 -4.227 7.958  0.11
C 3.767 3.695 6.838  -0.10
C 3.100 4.978 7.228  -0.26
C 2.542 5.715 6.027  -0.19
C 2.109 7.110 6.464  -0.12
N 1.515 7.901 5.361  -0.28
C 2.429 8.106 4.175  -0.11
C 3.501 9.048 4.617  -0.12
C 2.758 9.955 5.701  -0.10
C 1.332 9.342 5.825  -0.09
C 0.131 7.342 5.022  0.04
H 3.983 3.138 7.723  0.07
H 4.736 3.732 6.338  0.09
H 3.076 3.129 6.273  0.06
H 3.858 5.626 7.699  0.12
H 2.349 4.800 7.977  0.11
H 1.683 5.162 5.580  0.12
H 3.310 5.777 5.250  0.12
H 3.000 7.638 6.818  0.14
H 1.288 7.035 7.138  0.13
H 1.774 8.630 3.448  0.15
H 2.696 7.100 3.807  0.11
H 3.812 9.723 3.840  0.11
H 4.425 8.608 5.022  0.12
H 2.653 10.931 5.363  0.09
H 3.290 9.952 6.675  0.12
H 0.682 9.849 5.135  0.12
H 0.953 9.333 6.844  0.14
H 0.316 6.376 4.551  0.06
H -0.351 8.059 4.342  0.11
H -0.458 7.106 5.939  0.13
C -7.449 3.981 -5.304  -0.12
C -7.090 3.086 -4.163  -0.25
C -7.094 1.592 -4.584  -0.17
C -6.285 1.248 -5.803  -0.11
N -5.042 0.411 -5.542  -0.27
C -4.354 0.077 -6.901  -0.07
C -5.217 -1.030 -7.445  -0.15
C -5.598 -1.874 -6.175  -0.13
C -5.393 -0.957 -5.012  -0.13
C -4.160 1.030 -4.584  -0.01
H -6.708 3.828 -6.101  0.06
H -7.285 5.008 -4.937  0.09
H -8.410 3.828 -5.709  0.07
H -7.801 3.236 -3.357  0.11
H -6.130 3.498 -3.792  0.12
H -8.143 1.261 -4.830  0.14
H -6.850 0.996 -3.703  0.09
H -5.870 2.129 -6.290  0.12
H -6.911 0.681 -6.497  0.13
H -3.372 -0.317 -6.660  0.13
H -4.252 0.971 -7.539  0.15
H -4.698 -1.555 -8.212  0.11
H -6.211 -0.639 -7.897  0.14
H -4.908 -2.709 -6.110  0.10
H -6.598 -2.320 -6.316  0.13
H -4.548 -1.237 -4.342  0.13
H -6.212 -0.801 -4.302  0.12
H -4.543 0.879 -3.507  0.13
H -4.026 2.063 -4.799  0.10
H -3.191 0.520 -4.624  0.09
C 3.230 -7.029 -0.507  0.00
N 3.771 -5.970 0.328  -0.37
C 5.229 -6.225 0.570  0.04
C 3.643 -4.616 -0.296  0.03
C 2.935 -5.955 1.568  -0.08
C 1.452 -5.619 1.411  -0.26
O 1.205 -4.350 1.802  -0.03
H 3.754 -7.023 -1.426  0.11
H 2.209 -6.856 -0.745  0.09
H 3.343 -7.965 -0.032  0.11
H 5.661 -6.410 -0.376  0.09
H 5.297 -7.229 1.123  0.15
H 5.694 -5.385 1.022  0.09
H 3.800 -3.803 0.415  0.08
H 2.612 -4.578 -0.646  0.09
H 4.286 -4.563 -1.231  0.14
H 3.380 -5.246 2.236  0.11
H 3.145 -6.924 2.028  0.14
H 0.798 -6.353 1.847  0.13
H 1.057 -5.779 0.382  0.11
H 0.570 -4.210 2.483  0.05
C -0.414 -1.635 1.029  0.05
N -0.432 -0.158 1.446  -0.29
C 0.432 0.586 0.532  -0.04
C -1.801 0.349 1.296  0.01
C 0.160 0.050 2.862  -0.06
C -0.221 -0.975 3.874  -0.24
O -1.581 -0.916 4.138  -0.05
H -1.167 -2.120 1.564  0.08
H 0.569 -2.028 1.298  0.08
H -0.530 -1.718 -0.007  0.07
H 0.305 1.662 0.691  0.10
H 0.253 0.359 -0.458  0.04
H 1.526 0.322 0.670  0.12
H -1.772 1.316 1.808  0.12
H -2.463 -0.303 1.779  0.07
H -1.961 0.478 0.240  0.10
H -0.018 1.104 3.106  0.13
H 1.185 -0.065 2.644  0.09
H 0.413 -0.823 4.758  0.14
H 0.059 -1.959 3.469  0.10
H -2.017 -1.773 4.247  0.07
C -5.674 2.313 3.353  0.02
N -5.488 0.934 3.893  -0.33
C -5.321 -0.080 2.749  0.04
C -4.272 0.879 4.727  0.00
C -6.807 0.596 4.610  -0.10
C -6.780 -0.535 5.551  -0.21
O -6.141 -0.171 6.830  -0.05
H -4.852 2.484 2.704  0.10
H -5.501 2.935 4.219  0.10
H -6.620 2.488 2.914  0.11
H -5.425 -1.077 3.182  0.08
H -4.446 0.173 2.262  0.04
H -6.151 0.137 2.054  0.10
H -4.296 0.010 5.380  0.10
H -4.232 1.750 5.428  0.13
H -3.414 0.969 4.105  0.08
H -7.551 0.419 3.832  0.15
H -6.992 1.387 5.359  0.16
H -6.325 -1.397 5.121  0.10
H -7.860 -0.846 5.726  0.16
H -6.097 -0.966 7.326  0.07
N 3.660 -2.191 2.686  -0.60
O 3.591 -1.676 3.802  -0.02
O 2.820 -1.884 1.839  -0.04
O 4.531 -3.032 2.465  -0.05
N -4.287 -3.969 3.493  -0.50
O -4.143 -5.198 3.335  0.00
O -3.515 -3.403 4.392  -0.10
O -5.005 -3.267 2.719  -0.04
N -5.564 -0.271 -0.810  -0.60
O -5.480 -0.528 -2.044  -0.10
O -4.651 0.356 -0.309  -0.03
O -6.530 -0.730 -0.130  -0.05
N 1.071 4.117 2.942  -0.61
O 1.778 5.095 3.113  -0.04
O 1.458 3.182 2.184  -0.08
O -0.040 4.041 3.452  -0.02
N 0.789 -4.531 5.289  -0.48
O 1.869 -4.293 4.791  0.02
O -0.290 -4.420 4.590  -0.06
O 0.672 -4.969 6.482  -0.03
N -0.850 0.379 -2.984  -0.60
O -0.960 -0.659 -2.283  -0.07
O -0.780 0.301 -4.248  -0.08
O -0.723 1.476 -2.467  -0.04

Values from the calculation:
- Spin multiplicity: 1
- Net charge: +4
- Kohn-Sham gap: 8.50 eV
- Molar mass: 1612.2 g/mol
- Total energy: -146252.6920 eV



6.
Density functional theory data (wB97M-V/def2-TZVPD) for the molecule C4H7N2P in a non-equilibrium geometry.

Last column: Löwdin charge in e.
Atoms and positions in Å:
C 0.803 1.102 1.054  -0.09
C -0.696 -1.222 -0.966  -0.69
C 1.311 2.071 1.890  -0.10
C -1.909 -1.511 -1.873  -0.15
N 0.214 0.549 0.241  0.01
N -0.510 0.039 -0.585  0.01
P 0.384 -2.573 -0.669  0.81
H 1.421 1.707 2.975  0.11
H 0.953 3.134 1.824  0.10
H 2.403 2.267 1.545  0.10
H -2.781 -0.883 -1.787  0.06
H -2.261 -2.493 -1.812  0.02
H -1.606 -1.479 -2.902  0.05
H 1.518 -1.945 -0.432  -0.24

Values from the calculation:
- Energy relative to the best compared isomer or geometry (same formula, charge and spin): 238.8 kJ/mol
- Spin multiplicity: 3
- Net charge: 0
- Kohn-Sham gap (spin up / spin down): 5.71 / 7.36 eV
- Molar mass: 114.1 g/mol
- Total energy: -16523.5825 eV
- ⟨S²⟩: 2.020



7.
Density functional theory data (wB97M-V/def2-TZVPD) for a cluster of 2 separate species, C4H5NOS3 in total in a non-equilibrium geometry.

Last column: Löwdin charge in e.
Atoms and positions in Å:
N -3.587 -1.448 -1.285  0.15
C -2.950 -0.885 -0.499  -0.24
C -2.144 -0.201 0.492  -0.58
C -0.902 0.498 0.050  -0.52
S -2.223 1.603 0.565  0.86
H -2.120 -0.702 1.457  0.11
H -0.042 0.435 0.710  -0.08
H -0.674 0.488 -1.012  0.08
O 3.415 -0.687 -0.777  -0.08
C 2.480 -0.091 -0.039  -1.25
S 1.787 -0.753 1.284  0.71
S 2.148 1.484 -0.738  0.85
H 3.587 -1.557 -0.377  0.11
H 1.224 1.818 0.170  -0.12

Values from the calculation:
- Energy relative to the best compared isomer or geometry (same formula, charge and spin): 0.0 kJ/mol
- Spin multiplicity: 1
- Net charge: 0
- Kohn-Sham gap: 9.12 eV
- Molar mass: 179.3 g/mol
- Total energy: -40270.7894 eV
- Structure (SMILES): N#C[C@H]1CS1.OC(=S)S



8.
Density functional theory data (wB97M-V/def2-TZVPD) for the molecule C2H4O3 in a non-equilibrium geometry.

Last column: Löwdin charge in e.
Atoms and positions in Å:
C 0.454 -0.434 0.135  0.02
C 0.329 0.739 -0.779  -0.56
O -0.885 1.553 -0.049  -0.05
O 0.365 0.751 -2.115  0.11
O 1.317 1.460 -1.322  0.11
H 0.762 -0.055 1.106  0.10
H 1.147 -1.186 -0.223  0.09
H -0.544 -0.856 0.247  0.10
H -1.048 2.323 -0.611  0.07

Values from the calculation:
- Energy relative to the best compared isomer or geometry (same formula, charge and spin): 408.1 kJ/mol
- Spin multiplicity: 1
- Net charge: 0
- Kohn-Sham gap: 11.74 eV
- Molar mass: 76.1 g/mol
- Total energy: -8277.3296 eV
- Structure (SMILES): CC1(O)OO1



Look up the total energy of the third one.
-36313.0088 eV